Record 1
16
Properties=species:S:1:pos:R:3:forces:R:3:lowdin_charge:R:1 method="wB97M-V/def2-TZVPD" homo_ha="-0.319 / -0.261" multiplicity=6 charge=0 homo_lumo_gap_ev="7.3 / 6.0" e_tot_ev=-37732.9613
H -1.96638 -1.08620 2.24451 0.4 -0.2 0.0 0.117
C -0.89793 -1.28675 2.01576 -0.1 0.6 0.7 -0.383
C -0.41947 -0.23521 1.02013 0.0 -0.1 -0.4 -0.315
O -0.11721 0.99719 1.63326 0.7 0.3 -0.4 -0.060
Dy 0.04281 -3.47729 -0.43447 -0.9 0.9 2.3 1.208
O -0.70992 -2.56454 1.51554 0.7 -1.3 -2.4 -0.628
H -0.34607 -1.12677 2.96645 -0.1 -0.1 -0.4 0.120
H -1.20187 -0.10259 0.24608 0.2 0.0 0.1 0.117
H 0.48480 -0.63092 0.51847 -0.1 0.0 0.1 0.075
C 1.06372 1.65833 -2.05341 1.9 0.5 1.3 -0.832
O 0.78885 0.67247 -2.79160 -0.4 -1.6 -0.4 -0.190
O 0.20411 2.71565 -2.11013 -0.8 0.6 0.2 0.061
H -0.65825 2.42870 -1.78830 -0.1 0.0 -0.4 0.101
Li 1.01670 -1.12180 -2.82520 0.0 1.1 0.0 0.507
O 2.05112 1.80299 -1.31913 -0.7 -0.6 -0.6 0.003
H 0.66500 1.35675 1.16206 -0.7 0.0 0.4 0.098

=====

Record 2
15
Properties=species:S:1:pos:R:3:forces:R:3:lowdin_charge:R:1 method="wB97M-V/def2-TZVPD" homo_ha=-0.333 charge=0 smiles="[H]/N=N/C.NC(N)=O" homo_lumo_gap_ev=9.7 e_tot_ev=-10210.2337
C -0.09168 1.14089 -1.96685 0.5 0.3 0.6 -0.134
N -0.15604 -0.24234 -1.50734 -3.9 -1.5 1.2 -0.096
N -1.16572 -0.44815 -0.71928 1.7 1.3 -3.0 0.017
H -1.35955 -1.45398 -0.67036 0.9 -0.2 0.2 0.051
H -0.92765 1.34306 -2.64367 0.1 -0.3 0.1 0.076
H 0.84532 1.27988 -2.50813 -0.1 0.0 0.2 0.072
H -0.15641 1.83942 -1.12584 0.0 0.0 -0.1 0.065
C 0.67489 -0.30391 1.07265 4.8 1.3 -0.9 -0.706
N -0.13502 0.56284 1.73108 -1.2 0.3 0.2 0.137
N 0.64375 -1.58954 1.50827 -0.4 0.2 -0.6 0.158
O 1.59704 0.11170 0.29352 -2.4 -1.2 2.1 -0.049
H -1.10433 0.26584 1.72739 0.0 0.2 0.2 0.090
H -0.02441 1.52357 1.43964 0.0 -0.2 -0.2 0.100
H -0.04926 -1.86734 2.18573 0.5 -0.2 0.0 0.103
H 1.40907 -2.16193 1.18320 -0.5 -0.2 0.2 0.115

=====

Record 3
14
Properties=species:S:1:pos:R:3:forces:R:3:lowdin_charge:R:1 method="wB97M-V/def2-TZVPD" homo_ha=-0.343 charge=0 smiles="C1=N[C@H]2C[C@H]2CO1" homo_lumo_gap_ev=10.3 e_tot_ev=-8834.4390
C 1.49128 -0.31965 0.17615 0.2 -0.2 0.0 -0.057
C 0.46921 0.20727 -0.78888 0.1 -0.1 -0.3 -0.204
C -0.80812 -0.56840 -1.03298 0.2 0.2 -0.1 -0.141
O -1.49694 -0.83853 0.18574 -0.2 0.1 0.3 -0.051
C -1.35022 0.05248 1.19474 0.3 0.4 0.2 -0.225
N -0.36148 0.77716 1.51087 -0.9 -0.1 -0.4 0.100
C 0.68334 0.87337 0.55496 -0.1 0.2 -0.1 -0.288
H 1.26273 -1.24014 0.70647 0.1 0.1 -0.1 0.120
H 2.53169 -0.13490 -0.05034 0.0 -0.2 0.0 0.101
H 0.80738 0.74097 -1.66710 0.2 0.0 0.0 0.133
H -0.64913 -1.55103 -1.49815 0.2 0.3 0.1 0.130
H -1.49995 -0.00546 -1.67540 0.2 0.0 0.1 0.126
H -2.27087 0.18129 1.71870 -0.5 -0.4 0.8 0.120
H 1.17652 1.84193 0.62717 0.0 -0.3 -0.3 0.136

=====

no.,F_max (eV Å⁻¹)
1,2.8
2,5.1
3,1.0